Molecular formula: C5H6N4O2
Method: DFT, ωB97M-V with the def2-TZVPD basis set

```
17
Properties=species:S:1:pos:R:3
C -2.040 -1.595 -0.500
C -1.535 -0.672 -1.299
C -0.402 -1.427 1.025
C 1.533 0.802 1.868
C 0.353 0.775 -1.017
N -1.400 -2.049 0.648
N 0.513 -1.207 1.800
N 1.505 -0.450 2.049
N -0.181 -0.341 -1.022
O -0.418 1.871 -1.249
O 1.690 1.011 -0.880
H -3.047 -1.783 -0.567
H -2.114 -0.494 -2.088
H 2.366 1.334 2.245
H 0.628 1.386 1.495
H 0.193 2.604 -1.373
H 2.355 0.236 -1.134
```

The LUMO energy comes out at 0.2 eV. The frontier orbital gap is 8.0 eV. The charge is 0. The SMILES is C=NN=C=N/C=C\N=C(O)O. The energy comes out at -15332.8356 eV. The HOMO energy is -7.77 eV. The value obtained for the relative energy (zero: lowest compared OMol25 entry of this formula, charge and spin) is 499.9 kJ/mol.

---

Molecular formula: C5H6N4O2
Method: DFT, ωB97M-V with the def2-TZVPD basis set

```
17
Properties=species:S:1:pos:R:3
C 0.890 2.236 0.986
C 0.445 1.243 1.809
C 0.090 0.748 -0.327
C -0.790 -1.707 0.212
C -0.361 -0.110 -1.410
N 0.651 1.921 -0.315
N -0.051 0.285 0.973
N -0.847 -0.806 1.224
N 0.601 -0.877 -2.094
O 0.370 -1.174 -3.252
O 1.587 -1.250 -1.472
H 1.372 3.160 1.232
H 0.473 1.117 2.868
H -1.655 -2.325 0.040
H 0.193 -2.102 -0.002
H -1.191 0.196 -2.033
H -1.775 -0.554 1.560
```

The LUMO energy comes out at -0.6 eV. The frontier orbital gap is 8.6 eV. The charge is 0. The energy comes out at -15331.7660 eV. The HOMO energy is -9.18 eV. The value obtained for the relative energy (zero: lowest compared OMol25 entry of this formula, charge and spin) is 603.1 kJ/mol.

---

Molecular formula: C5H6N4O2S
Method: DFT, ωB97M-V with the def2-TZVPD basis set

```
18
Properties=species:S:1:pos:R:3
C -0.592 -0.172 2.183
C 2.700 0.337 -0.652
C 1.142 0.130 0.951
C 0.022 -0.091 0.110
C -2.377 -0.544 0.547
N 0.705 -0.019 2.192
N 2.405 0.371 0.576
N -1.045 -0.271 0.939
N 1.764 0.437 -1.614
O -0.228 -0.924 -2.502
O -0.638 1.375 -1.847
S 0.065 0.150 -1.597
H -1.281 -0.363 3.009
H 3.639 0.556 -1.048
H -3.082 -1.004 1.421
H -2.792 0.430 0.286
H -2.380 -1.113 -0.388
H 1.974 0.717 -2.566
```

The LUMO energy comes out at 0.5 eV. The frontier orbital gap is 9.4 eV. The charge is 0. The SMILES is Cn1cnc2c1S(=O)(=O)NC=N2. The energy comes out at -26171.0120 eV. The HOMO energy is -8.89 eV. The value obtained for the relative energy (zero: lowest compared OMol25 entry of this formula, charge and spin) is 187.8 kJ/mol.

---

Molecular formula: C5H6N4O2S2
Method: DFT, ωB97M-V with the def2-TZVPD basis set

```
19
Properties=species:S:1:pos:R:3
C 2.872 -0.271 0.042
C 2.237 0.079 1.273
C 1.903 -0.697 -0.804
C 0.906 -0.141 1.130
C -2.309 0.638 -0.583
N -1.305 0.458 -1.306
N 0.681 -0.640 -0.139
N -3.177 1.663 -0.718
N -0.434 -1.026 -0.762
O 1.949 -1.135 -2.073
O -0.142 0.015 1.983
S -1.612 -1.978 -0.049
S -2.785 -0.497 0.770
H 3.920 -0.207 -0.160
H 2.726 0.447 2.152
H -2.883 2.435 -1.295
H -3.780 1.874 0.058
H 1.035 -1.228 -2.383
H 0.199 0.209 2.865
```

The LUMO energy comes out at -0.3 eV. The frontier orbital gap is 7.1 eV. The charge is 0. The energy comes out at -37004.4888 eV. The HOMO energy is -7.33 eV.

---

Molecular formula: C5H6N6S4
Method: DFT, ωB97M-V with the def2-TZVPD basis set

```
21
Properties=species:S:1:pos:R:3
S 5.774 -0.786 0.725
S -4.857 2.089 3.002
N 2.906 -1.159 -1.928
N -3.086 -0.440 0.857
S 2.936 0.249 0.255
S -2.179 1.861 1.484
C 4.397 -0.506 -0.216
C -3.896 1.493 1.733
C 2.078 -0.416 -1.101
C -2.070 0.342 0.773
N 4.151 -1.225 -1.363
N -4.141 0.237 1.431
N 0.698 -0.433 -1.405
N -0.965 -0.243 0.169
C -0.215 0.537 -0.793
H 4.950 -1.500 -1.881
H -4.999 -0.061 1.905
H 0.279 -1.343 -1.543
H -1.296 -1.123 -0.267
H -0.757 1.007 -1.604
H 0.290 1.420 -0.233
```

The LUMO energy comes out at -0.3 eV. The frontier orbital gap is 7.9 eV. The charge is 0. The SMILES is S=c1[nH]nc(NCNc2n[nH]c(=S)s2)s1. The energy comes out at -57560.8833 eV. The HOMO energy is -8.22 eV. The value obtained for the relative energy (zero: lowest compared OMol25 entry of this formula, charge and spin) is 97.4 kJ/mol.

---

Molecular formula: C5H6NO
Method: DFT, ωB97M-V with the def2-TZVPD basis set

```
13
Properties=species:S:1:pos:R:3
C 0.907 -0.853 -0.055
C 0.160 0.141 -0.766
C -0.488 0.387 1.373
C -0.602 0.495 -2.114
C 0.658 -0.515 1.252
N -0.630 0.811 0.031
O -1.418 1.266 -1.123
H 1.647 -1.610 -0.403
H -1.421 -0.082 1.688
H -0.493 1.169 2.001
H -0.081 1.050 -2.944
H -0.985 -0.389 -2.589
H 1.264 -1.050 2.023
```

The LUMO energy comes out at -5.3 eV. The frontier orbital gap is 9.7 eV. The charge is +1. The SMILES is C1=CC2=[N+](C1)OC2. The energy comes out at -8807.5512 eV. The HOMO energy is -15.05 eV. The value obtained for the relative energy (zero: lowest compared OMol25 entry of this formula, charge and spin) is 521.0 kJ/mol.

---

Molecular formula: C5H6NO2S
Method: DFT, ωB97M-V with the def2-TZVPD basis set

```
15
Properties=species:S:1:pos:R:3
C -1.825 0.739 -0.070
C -0.687 1.427 0.001
C -1.749 -0.689 -0.241
C 0.589 -0.223 -0.214
C 1.549 -0.410 0.902
N -0.433 -1.162 -0.373
O -0.111 2.442 0.136
O -2.692 -1.444 -0.406
S 1.447 0.210 -1.777
H -2.717 1.207 -0.105
H 1.149 -1.134 1.639
H 1.978 0.573 1.377
H 2.518 -0.810 0.615
H -0.145 -2.096 -0.073
H 1.129 1.370 -1.412
```

The LUMO energy comes out at 3.5 eV. The frontier orbital gap is 7.0 eV. The charge is -1. The energy comes out at -21702.5912 eV. The HOMO energy is -3.43 eV. The value obtained for the relative energy (zero: lowest compared OMol25 entry of this formula, charge and spin) is 159.5 kJ/mol.

---

Molecular formula: C5H6NO4PS
Method: DFT, ωB97M-V with the def2-TZVPD basis set

```
18
Properties=species:S:1:pos:R:3
C -0.824 0.209 0.765
C -3.048 -0.665 -1.852
C -1.367 -0.477 -0.281
C 2.057 0.553 -0.788
C 1.929 1.014 1.554
N -2.597 -0.203 -0.735
O 1.509 -1.416 1.349
O 0.089 -0.356 3.174
O 2.430 1.541 2.568
O 2.659 0.984 0.484
P 0.662 -0.278 1.811
S -4.652 -0.684 -2.408
H -1.412 0.900 1.325
H -2.365 -1.315 -2.538
H 2.829 -0.047 -1.338
H 2.018 1.454 -1.457
H 1.033 0.027 -0.632
H -0.950 -1.242 -1.000
```

The LUMO energy comes out at 5.5 eV. The frontier orbital gap is 6.3 eV. The charge is -2. The SMILES is COC(=O)P([O-])([O-])=C/C=N/C=S. The energy comes out at -35086.8711 eV. The HOMO energy is -0.84 eV. The value obtained for the relative energy (zero: lowest compared OMol25 entry of this formula, charge and spin) is 0.0 kJ/mol.

---

Molecular formula: C5H6NOS2
Method: DFT, ωB97M-V with the def2-TZVPD basis set

```
15
Properties=species:S:1:pos:R:3
C 3.656 -1.346 0.275
C 2.454 -1.119 0.262
C 1.047 -1.072 0.190
C 0.570 0.363 0.280
C -2.265 1.003 -0.506
N -1.458 -0.156 -0.176
O 0.280 -1.962 0.194
S 0.971 1.887 -0.382
S 0.636 1.388 1.688
H 4.772 -1.249 0.347
H -2.067 1.333 -1.545
H -3.308 0.674 -0.627
H -2.296 1.666 0.259
H -1.256 -0.819 -0.944
H -1.736 -0.591 0.684
```

The LUMO energy comes out at -5.4 eV. The frontier orbital gap is 8.4 eV. The charge is +1. The energy comes out at -30478.6116 eV. The HOMO energy is -13.78 eV. The value obtained for the relative energy (zero: lowest compared OMol25 entry of this formula, charge and spin) is 58.1 kJ/mol.

---

Molecular formula: C5H6NS
Method: DFT, ωB97M-V with the def2-TZVPD basis set

```
13
Properties=species:S:1:pos:R:3
C -1.345 0.109 0.038
C 0.738 -0.089 0.907
C 0.553 0.867 1.725
C -0.200 -0.713 -0.203
C 0.212 -0.612 -1.701
N -1.811 1.058 0.566
S -1.498 2.081 1.734
H 1.853 -0.520 0.731
H 0.844 1.379 2.705
H -0.243 -1.801 0.150
H 0.036 0.410 -2.198
H -0.401 -1.397 -2.388
H 1.262 -0.772 -2.068
```

The LUMO energy (spin up / spin down) comes out at -5.6 / -5.6 eV. The frontier orbital gap (spin up / spin down) is 8.6 / 8.6 eV. The charge is +1. The energy comes out at -17594.8228 eV. The HOMO energy (spin up / spin down) is -14.16 / -14.16 eV. The value obtained for the relative energy (zero: lowest compared OMol25 entry of this formula, charge and spin) is 445.0 kJ/mol.

---

Molecular formula: C5H6O
Method: DFT, ωB97M-V with the def2-TZVPD basis set

```
12
Properties=species:S:1:pos:R:3
C -1.997 0.331 -0.174
C -0.913 -0.796 -0.310
C 0.439 -0.330 -0.324
C 1.525 0.110 -0.034
C 2.812 0.493 0.437
O 3.060 1.569 0.933
H -2.141 0.574 0.876
H -1.700 1.264 -0.682
H -2.975 0.038 -0.585
H -1.208 -1.581 -1.009
H -0.479 -1.375 0.554
H 3.577 -0.296 0.318
```

The LUMO energy comes out at 0.5 eV. The frontier orbital gap is 10.4 eV. The charge is 0. The SMILES is CCC#CC=O. The energy comes out at -7326.5651 eV. The HOMO energy is -9.93 eV. The value obtained for the relative energy (zero: lowest compared OMol25 entry of this formula, charge and spin) is 262.4 kJ/mol.

---

Molecular formula: C5H6O
Method: DFT, ωB97M-V with the def2-TZVPD basis set

```
12
Properties=species:S:1:pos:R:3
C -1.687 0.972 -0.149
C -0.618 -0.077 0.120
O -0.272 -0.470 1.330
C 0.341 -0.364 -0.809
C 1.535 -0.741 -0.173
C 1.582 -0.585 1.153
H -2.726 0.718 0.076
H -1.624 1.301 -1.196
H -1.412 1.838 0.466
H 0.288 -0.260 -1.874
H 2.279 -1.246 -0.760
H 2.315 -1.086 1.815
```

The LUMO energy comes out at 0.6 eV. The frontier orbital gap is 9.0 eV. The charge is 0. The energy comes out at -7326.3173 eV. The HOMO energy is -8.43 eV. The value obtained for the relative energy (zero: lowest compared OMol25 entry of this formula, charge and spin) is 286.3 kJ/mol.

---

Molecular formula: C5H6O
Method: DFT, ωB97M-V with the def2-TZVPD basis set

```
12
Properties=species:S:1:pos:R:3
O 0.354 1.841 1.472
C 0.175 0.951 0.679
C -1.183 0.426 0.205
C -0.821 -0.879 -0.452
C 0.498 -1.044 -0.562
C 1.268 0.123 -0.003
H -1.614 1.147 -0.504
H -1.884 0.344 1.042
H -1.566 -1.593 -0.792
H 0.980 -1.911 -1.002
H 2.059 -0.138 0.708
H 1.734 0.731 -0.791
```

The LUMO energy comes out at 1.0 eV. The frontier orbital gap is 10.6 eV. The charge is 0. The SMILES is O=C1CC=CC1. The energy comes out at -7329.0917 eV. The HOMO energy is -9.59 eV. The value obtained for the relative energy (zero: lowest compared OMol25 entry of this formula, charge and spin) is 18.6 kJ/mol.

---

Molecular formula: C5H6O
Method: DFT, ωB97M-V with the def2-TZVPD basis set

```
12
Properties=species:S:1:pos:R:3
C 2.371 -0.956 -0.270
C 1.332 -0.473 0.102
C 0.067 0.108 0.531
C -1.234 -0.629 0.143
O -1.777 0.550 -0.460
C -0.535 1.247 -0.322
H 3.294 -1.380 -0.599
H 0.102 0.356 1.597
H -1.080 -1.435 -0.586
H -1.853 -0.990 0.971
H -0.656 2.214 0.177
H -0.030 1.389 -1.285
```

The LUMO energy comes out at 1.0 eV. The frontier orbital gap is 11.0 eV. The charge is 0. The SMILES is C#CC1COC1. The energy comes out at -7326.5467 eV. The HOMO energy is -9.91 eV. The value obtained for the relative energy (zero: lowest compared OMol25 entry of this formula, charge and spin) is 264.2 kJ/mol.

---

Molecular formula: C5H6O
Method: DFT, ωB97M-V with the def2-TZVPD basis set

```
12
Properties=species:S:1:pos:R:3
O -1.281 2.117 -0.446
C -0.748 1.073 -0.148
C 0.759 0.851 0.051
C 0.907 -0.648 0.376
C -0.435 -1.194 -0.074
C -1.384 -0.260 -0.130
H 1.147 1.546 0.798
H 1.266 1.072 -0.895
H 1.753 -1.137 -0.114
H 1.062 -0.794 1.456
H -0.628 -2.170 -0.491
H -2.418 -0.455 -0.384
```

The LUMO energy comes out at 0.6 eV. The frontier orbital gap is 10.1 eV. The charge is 0. The SMILES is O=C1C=CCC1. The energy comes out at -7328.9940 eV. The HOMO energy is -9.52 eV. The value obtained for the relative energy (zero: lowest compared OMol25 entry of this formula, charge and spin) is 28.0 kJ/mol.

---

Molecular formula: C5H6O
Method: DFT, ωB97M-V with the def2-TZVPD basis set

```
12
Properties=species:S:1:pos:R:3
O 1.377 -0.387 1.912
C 0.648 -0.202 0.969
C -0.253 1.004 0.722
C -0.888 0.705 -0.614
C -0.468 -0.451 -1.126
C 0.594 -1.087 -0.265
H 0.299 1.953 0.741
H -0.968 1.026 1.550
H -1.580 1.384 -1.103
H -0.820 -0.875 -2.065
H 0.465 -2.155 -0.060
H 1.593 -0.915 -0.662
```

The LUMO energy comes out at 1.0 eV. The frontier orbital gap is 10.4 eV. The charge is 0. The SMILES is O=C1CC=CC1. The energy comes out at -7329.0039 eV. The HOMO energy is -9.43 eV. The value obtained for the relative energy (zero: lowest compared OMol25 entry of this formula, charge and spin) is 27.1 kJ/mol.

---

Molecular formula: C5H6O
Method: DFT, ωB97M-V with the def2-TZVPD basis set

```
12
Properties=species:S:1:pos:R:3
C -2.141 -0.543 -0.064
C 1.114 0.766 0.072
C 2.407 0.956 -0.040
O 0.443 -0.927 -0.371
C -0.160 1.158 0.381
C -0.820 0.061 0.132
H 0.746 -1.519 0.338
H 2.796 1.944 0.171
H 3.091 0.158 -0.284
H -2.895 0.212 0.167
H -2.285 -0.865 -1.098
H -2.296 -1.402 0.596
```

The LUMO energy comes out at 0.7 eV. The frontier orbital gap is 9.3 eV. The charge is 0. The energy comes out at -7324.1584 eV. The HOMO energy is -8.58 eV. The value obtained for the relative energy (zero: lowest compared OMol25 entry of this formula, charge and spin) is 494.6 kJ/mol.